*1*
{"formula": "H30O15", "method": "ωB97M-V/def2-TZVPD", "symbols": ["H", "H", "H", "H", "H", "H", "H", "H", "H", "H", "H", "H", "H", "H", "H", "H", "H", "H", "H", "H", "H", "H", "H", "H", "H", "H", "H", "H", "H", "H", "O", "O", "O", "O", "O", "O", "O", "O", "O", "O", "O", "O", "O", "O", "O"], "coordinates": [[0.590, -0.383, -0.017], [-0.141, -0.787, 1.252], [-3.170, 1.640, -0.163], [-2.441, 2.678, 0.674], [-3.629, -1.790, 1.583], [-2.527, -2.816, 1.373], [1.129, -2.202, 2.952], [0.442, -2.371, 1.607], [-2.743, -2.331, -0.897], [-2.331, -1.700, -2.217], [2.122, -1.745, -1.922], [2.539, -1.992, -3.362], [4.446, -1.695, 0.383], [5.191, -2.732, 1.207], [-0.273, -0.159, -2.911], [-1.484, -0.218, -3.828], [-0.674, 2.100, 2.561], [-1.084, 3.137, 1.529], [-4.008, -0.415, 0.273], [-5.081, 0.661, 0.230], [-0.287, -2.439, -1.934], [-0.502, -3.329, -0.721], [3.775, 4.282, 0.416], [2.989, 3.316, -0.455], [1.267, 0.223, 4.467], [1.747, -1.169, 4.088], [2.459, 3.169, -2.901], [1.243, 2.801, -2.067], [-0.360, 4.484, -1.168], [0.367, 3.707, -0.082], [-0.006, -1.053, 0.336], [-2.301, 1.854, 0.194], [-2.690, -1.940, 1.742], [0.755, -1.698, 2.221], [-2.872, -1.542, -1.435], [2.452, -2.433, -2.510], [5.332, -2.026, 0.565], [-1.235, -0.217, -2.897], [-1.431, 2.403, 2.048], [-4.622, 0.022, -0.327], [0.184, -3.012, -1.319], [3.717, 3.350, 0.176], [1.135, -0.476, 3.816], [2.146, 2.523, -2.257], [-0.511, 4.003, -0.346]], "e_homo_ev": -9.381, "homo_lumo_gap_ev": 9.12}

---

*2*
{"formula": "H30O15", "method": "ωB97M-V/def2-TZVPD", "symbols": ["H", "H", "H", "H", "H", "H", "H", "H", "H", "H", "H", "H", "H", "H", "H", "H", "H", "H", "H", "H", "H", "H", "H", "H", "H", "H", "H", "H", "H", "H", "O", "O", "O", "O", "O", "O", "O", "O", "O", "O", "O", "O", "O", "O", "O"], "coordinates": [[-0.464, -0.683, -0.022], [-0.217, 0.584, -0.637], [-0.826, 1.472, -4.352], [0.636, 1.372, -4.141], [1.942, 3.432, 0.379], [3.470, 3.058, 0.760], [4.662, -0.752, 2.344], [4.505, -0.617, 0.810], [-2.332, 2.657, -3.644], [-3.466, 2.936, -4.357], [-2.427, 3.524, -0.187], [-2.034, 4.958, -0.629], [-2.406, -3.717, 0.586], [-0.906, -4.282, 0.815], [1.141, -4.393, -0.131], [1.486, -2.994, -0.034], [-3.499, -1.590, -3.210], [-4.312, -2.549, -2.403], [-3.515, 0.971, -3.171], [-3.757, 1.761, -1.883], [3.851, -2.664, 2.559], [3.705, -2.506, 1.145], [0.202, -2.142, 3.340], [0.142, -3.226, 2.437], [3.387, 0.056, 3.745], [1.874, 0.164, 3.817], [-3.505, 0.934, 3.937], [-2.216, 0.766, 3.223], [2.482, 1.649, -0.179], [1.118, 1.673, -0.567], [0.229, -0.003, -0.048], [0.001, 1.147, -4.819], [2.849, 3.582, 0.161], [4.063, -0.587, 1.699], [-2.678, 3.377, -4.202], [-1.723, 4.067, -0.646], [-1.497, -3.905, 0.163], [0.967, -3.626, -0.566], [-3.427, -2.181, -2.474], [-3.080, 1.343, -2.384], [3.726, -3.215, 1.753], [0.075, -2.304, 2.380], [2.692, 0.215, 4.305], [-2.588, 0.838, 4.128], [1.670, 1.399, 0.202]], "e_homo_ev": -9.914, "homo_lumo_gap_ev": 9.50}

---

*3*
{"formula": "H30O15", "method": "ωB97M-V/def2-TZVPD", "symbols": ["O", "H", "H", "O", "H", "H", "O", "H", "H", "O", "H", "H", "O", "H", "H", "O", "H", "H", "O", "H", "H", "O", "H", "H", "O", "H", "H", "O", "H", "H", "O", "H", "H", "O", "H", "H", "O", "H", "H", "O", "H", "H", "O", "H", "H"], "coordinates": [[0.640, -0.199, -3.576], [1.225, 0.178, -2.882], [0.666, 0.464, -4.288], [-1.627, -3.149, 2.275], [-2.367, -3.116, 1.659], [-1.359, -2.221, 2.282], [-2.189, -0.400, 1.586], [-2.888, 0.247, 1.675], [-2.613, -1.009, 0.972], [0.988, 2.241, -1.315], [1.886, 1.931, -1.451], [1.119, 2.949, -0.632], [1.159, 3.546, 1.118], [0.334, 3.293, 1.585], [1.841, 3.263, 1.725], [-1.079, 2.791, -2.927], [-0.337, 2.546, -2.314], [-0.688, 3.236, -3.671], [-0.614, -1.902, -1.332], [-1.504, -2.300, -1.306], [-0.018, -2.359, -1.935], [0.197, 0.478, 0.612], [0.265, 1.024, -0.186], [0.019, -0.470, 0.397], [3.045, 0.546, 1.049], [3.262, 1.032, 0.263], [2.119, 0.512, 0.868], [0.142, 0.056, 3.365], [-0.452, 0.741, 3.045], [0.491, -0.223, 2.510], [0.891, -2.115, 1.446], [1.806, -2.034, 1.796], [0.752, -2.993, 1.740], [-1.884, 4.015, -0.033], [-1.557, 3.835, 0.915], [-1.872, 3.107, -0.370], [-0.147, -4.328, -0.104], [-0.387, -4.713, -0.930], [-0.270, -3.395, -0.192], [-2.139, 1.292, -0.495], [-2.243, 0.626, -1.132], [-1.575, 0.953, 0.218], [2.421, -2.405, -0.964], [1.676, -2.345, -0.349], [2.870, -3.225, -0.715]], "e_homo_ev": -10.564, "homo_lumo_gap_ev": 10.16}

---

*4*
{"formula": "H30O15", "method": "ωB97M-V/def2-TZVPD", "symbols": ["H", "H", "H", "H", "H", "H", "H", "H", "H", "H", "H", "H", "H", "H", "H", "H", "H", "H", "H", "H", "H", "H", "H", "H", "H", "H", "H", "H", "H", "H", "O", "O", "O", "O", "O", "O", "O", "O", "O", "O", "O", "O", "O", "O", "O"], "coordinates": [[-1.146, -0.557, -0.145], [0.111, 0.249, 0.082], [1.920, 1.847, -2.763], [3.130, 1.087, -2.706], [-3.476, 1.638, 3.696], [-2.383, 1.729, 2.495], [3.558, -2.552, -2.249], [3.191, -1.423, -1.362], [-0.250, 4.753, -1.156], [0.566, 4.499, 0.177], [0.277, -4.544, -1.515], [-1.181, -3.941, -1.948], [-3.595, 3.522, -1.483], [-2.769, 3.966, -2.617], [-2.150, -1.792, -1.115], [-3.561, -1.437, -0.675], [-0.086, -1.991, -0.845], [0.436, -2.541, 0.516], [2.908, 0.336, -0.671], [2.230, -0.085, -1.963], [4.140, 0.549, 0.599], [4.694, 1.939, 0.785], [-3.686, 0.512, 1.691], [-3.340, -0.887, 1.546], [3.145, -0.018, 4.710], [1.947, 0.021, 3.791], [-5.583, -2.457, -0.703], [-4.745, -1.861, 0.433], [3.664, -1.434, 1.145], [2.197, -1.239, 1.251], [-0.856, 0.382, 0.147], [2.851, 2.073, -2.769], [-2.670, 2.145, 3.318], [3.921, -2.001, -1.651], [0.636, 4.868, -0.703], [-0.417, -3.896, -1.280], [-3.572, 4.221, -2.096], [-3.004, -1.757, -1.369], [-0.306, -2.367, 0.019], [2.052, 0.102, -0.996], [4.299, 1.233, 1.270], [-3.786, -0.288, 2.150], [2.886, -0.198, 3.789], [-5.269, -1.625, -0.304], [3.073, -0.781, 1.471]], "e_homo_ev": -10.719, "homo_lumo_gap_ev": 10.00}

---

Which of them is the least stable? Correct choice: *4*.

---

*1*
{"formula": "H30O15", "method": "ωB97M-V/def2-TZVPD", "symbols": ["O", "H", "H", "O", "H", "H", "O", "H", "H", "O", "H", "H", "O", "H", "H", "O", "H", "H", "O", "H", "H", "O", "H", "H", "O", "H", "H", "O", "H", "H", "O", "H", "H", "O", "H", "H", "O", "H", "H", "O", "H", "H", "O", "H", "H"], "coordinates": [[-5.865, 21.082, -12.281], [-5.065, 20.570, -12.339], [-5.541, 21.599, -11.567], [-9.099, 23.631, -15.228], [-8.454, 23.583, -14.524], [-9.461, 22.738, -15.255], [-7.934, 21.530, -17.860], [-8.219, 20.732, -18.257], [-7.106, 21.766, -18.251], [-5.795, 18.634, -16.854], [-5.692, 17.738, -16.492], [-5.903, 19.243, -16.112], [-3.831, 19.540, -14.702], [-4.568, 18.949, -14.526], [-3.802, 19.551, -15.658], [-6.743, 21.068, -15.349], [-7.126, 21.443, -16.152], [-5.899, 21.497, -15.203], [-9.346, 20.912, -15.143], [-8.540, 20.582, -14.777], [-9.329, 20.250, -15.832], [-4.985, 21.959, -17.754], [-4.943, 22.838, -17.449], [-4.253, 21.395, -17.442], [-3.032, 23.968, -15.964], [-2.850, 24.597, -15.283], [-3.584, 23.366, -15.506], [-8.137, 19.593, -12.799], [-8.307, 19.107, -11.965], [-7.436, 20.211, -12.560], [-5.888, 18.151, -13.761], [-6.058, 17.686, -12.950], [-6.722, 18.588, -13.934], [-8.692, 24.188, -17.721], [-8.239, 23.398, -18.024], [-8.740, 24.101, -16.760], [-10.605, 21.031, -17.800], [-11.163, 21.777, -17.624], [-9.809, 21.355, -17.378], [-7.346, 23.333, -13.221], [-6.899, 22.515, -13.343], [-6.719, 24.031, -13.571], [-4.412, 21.990, -14.780], [-3.981, 21.200, -14.590], [-4.679, 22.383, -13.953]], "e_homo_ev": -9.655, "homo_lumo_gap_ev": 8.93}

---

*2*
{"formula": "H30O15", "method": "ωB97M-V/def2-TZVPD", "symbols": ["O", "H", "H", "O", "H", "H", "O", "H", "H", "O", "H", "H", "O", "H", "H", "O", "H", "H", "O", "H", "H", "O", "H", "H", "O", "H", "H", "O", "H", "H", "O", "H", "H", "O", "H", "H", "O", "H", "H", "O", "H", "H", "O", "H", "H"], "coordinates": [[-1.132, -1.567, 2.063], [-0.518, -2.015, 1.451], [-0.791, -0.827, 2.653], [1.770, -0.928, -2.587], [1.120, -0.477, -2.086], [1.788, -0.587, -3.400], [0.322, 0.182, -0.461], [0.218, 0.917, -1.104], [0.541, 0.525, 0.372], [-1.284, 0.069, 0.672], [-0.523, 0.002, 0.041], [-1.638, -0.788, 0.712], [-1.403, 1.701, 2.168], [-1.171, 1.171, 1.379], [-2.385, 1.501, 2.468], [3.690, 2.456, 0.157], [3.276, 1.728, 0.579], [4.463, 2.430, 0.670], [0.380, -2.198, -0.255], [-0.076, -1.590, -0.792], [1.344, -1.924, -0.083], [0.327, 2.461, -1.939], [0.830, 3.252, -1.537], [0.317, 2.731, -2.888], [1.606, 0.471, 1.902], [2.512, 0.060, 2.058], [1.751, 1.294, 2.452], [-1.960, -2.098, 0.289], [-1.390, -2.192, -0.467], [-1.849, -2.870, 0.847], [-1.757, 2.486, -1.978], [-0.760, 2.326, -1.711], [-2.063, 3.250, -1.472], [-0.847, -1.782, -2.355], [-1.288, -1.058, -2.493], [-0.178, -1.907, -2.988], [-0.464, -0.145, 3.320], [-0.667, 0.695, 3.110], [0.285, -0.344, 2.727], [-2.123, -0.243, -2.525], [-1.557, 0.048, -3.242], [-2.231, 0.584, -1.929], [0.982, -2.041, 2.342], [1.621, -1.783, 1.586], [0.923, -2.974, 2.267]], "e_homo_ev": -6.288, "homo_lumo_gap_ev": 5.36}

---

*3*
{"formula": "H30O15", "method": "ωB97M-V/def2-TZVPD", "symbols": ["O", "H", "H", "O", "H", "H", "O", "H", "H", "O", "H", "H", "O", "H", "H", "O", "H", "H", "O", "H", "H", "O", "H", "H", "O", "H", "H", "O", "H", "H", "O", "H", "H", "O", "H", "H", "O", "H", "H", "O", "H", "H", "O", "H", "H"], "coordinates": [[-1.514, -1.997, 1.368], [-2.416, -1.732, 1.163], [-1.642, -2.507, 2.163], [-0.583, 0.875, 2.893], [0.050, 1.535, 3.185], [-0.907, 0.663, 3.762], [3.362, -0.947, 1.102], [3.931, -0.189, 1.240], [2.450, -0.666, 1.045], [1.023, -1.456, 2.976], [1.024, -1.879, 3.817], [0.272, -0.826, 2.904], [2.599, 0.763, -1.359], [3.363, 0.110, -1.430], [2.078, 0.685, -2.150], [-2.850, 2.001, 1.675], [-2.052, 1.664, 2.060], [-2.795, 2.919, 1.893], [-0.462, 2.893, -0.847], [-0.307, 2.236, -0.205], [-0.388, 3.742, -0.415], [1.978, 2.519, 0.774], [1.633, 1.822, 0.199], [2.927, 2.317, 0.743], [-1.416, 0.088, -2.579], [-0.680, -0.351, -2.975], [-1.390, 0.913, -3.103], [-1.149, -2.824, -1.274], [-1.165, -2.588, -0.392], [-2.069, -2.747, -1.518], [0.073, 0.208, -0.177], [-0.515, 0.184, -0.910], [-0.279, -0.096, 0.668], [1.272, -1.743, -1.693], [1.088, -0.935, -1.164], [0.395, -2.134, -1.679], [0.862, -3.342, 0.766], [0.075, -3.885, 0.958], [0.783, -2.555, 1.340], [1.159, 0.215, -3.537], [0.635, 0.042, -4.338], [1.084, -0.647, -3.107], [-3.489, 2.415, -1.453], [-2.671, 1.963, -1.358], [-3.376, 3.273, -1.028]], "e_homo_ev": -10.272, "homo_lumo_gap_ev": 9.73}

---

Which of them is the least stable? Correct choice: *2*.